(1)
DFT (ωB97M-V/def2-TZVPD) results for an isolated molecule of C4H6N4S in a non-equilibrium geometry.

Last column: Löwdin charge in e.
CARTESIAN COORDINATES (ANGSTROEM)
S  -2.69  -0.43  1.72  0.599
N  1.58  -0.14  0.45  0.100
N  1.03  0.22  -1.77  0.125
N  -1.80  0.32  -1.05  0.064
N  -0.04  -0.51  2.16  0.045
C  0.61  0.08  -0.47  -0.334
C  1.20  -0.36  1.77  -0.149
C  -1.08  -0.35  1.24  -0.759
C  -0.74  0.09  -0.15  -0.276
H  2.43  0.39  0.32  0.155
H  1.72  -0.45  -2.05  0.101
H  0.18  0.23  -2.34  0.089
H  1.99  -0.42  2.54  0.131
H  -1.67  1.07  -1.72  0.084
H  -2.73  0.25  -0.63  0.024

energy above the lowest of the compared OMol25 structures with the same formula, charge and spin	0.0	kcal/mol
Kohn-Sham gap	7.659	eV
E_tot	-21040.6290	eV
highest occupied orbital energy	-7.539	eV
F_max	2.41	eV/A

=====

(2)
DFT (ωB97M-V/def2-TZVPD) results for an isolated molecule of C4H10O.

Last column: Löwdin charge in e.
CARTESIAN COORDINATES (ANGSTROEM)
O  0.87  -0.62  0.26  -0.179
C  -1.27  -0.27  -0.81  -0.051
C  -0.77  0.51  1.54  -0.051
C  -0.22  0.29  0.14  -0.484
C  1.90  -0.40  -0.66  -0.119
H  0.17  1.25  -0.25  0.137
H  -2.10  0.43  -0.93  0.081
H  -1.66  -1.21  -0.41  0.085
H  2.39  0.57  -0.50  0.089
H  0.00  0.95  2.19  0.080
H  -0.85  -0.46  -1.80  0.072
H  1.56  -0.44  -1.71  0.085
H  2.64  -1.19  -0.51  0.089
H  -1.07  -0.45  1.98  0.085
H  -1.63  1.18  1.52  0.081

energy above the lowest of the compared OMol25 structures with the same formula, charge and spin	12.9	kcal/mol
Kohn-Sham gap	10.853	eV
E_tot	-6357.2417	eV
highest occupied orbital energy	-9.698	eV
F_max	0.32	eV/A

=====

(3)
DFT (ωB97M-V/def2-TZVPD) results for a structure of composition C49H95BN5O13Tl in a non-equilibrium geometry.

Last column: Löwdin spin population.
CARTESIAN COORDINATES (ANGSTROEM)
Tl  -1.17  6.58  -3.36  0.001
O  0.17  3.50  0.53  0.000
O  -0.46  1.20  0.90  0.000
O  1.49  1.81  -0.41  0.000
O  -7.51  -1.38  1.35  0.137
O  1.72  2.66  -2.53  0.007
O  -0.71  0.41  -2.10  0.000
O  1.24  0.59  3.92  0.000
O  7.58  -0.61  0.86  0.000
O  -1.25  -0.43  2.35  0.000
O  1.36  1.97  2.09  0.000
O  0.00  4.81  -1.36  0.001
O  -1.84  -6.59  4.34  -0.128
O  1.36  4.94  -3.89  0.107
N  -6.84  -0.26  1.81  0.631
N  -0.68  -0.79  -2.77  0.000
N  1.92  5.45  -4.98  0.650
N  -1.48  -5.29  4.72  -0.624
N  6.33  -1.07  1.09  0.000
C  -8.89  1.08  1.27  0.015
C  -4.54  -1.33  1.41  0.011
C  5.37  -0.89  -0.01  0.000
C  -2.31  -3.21  5.88  -0.002
C  2.29  5.30  -7.42  0.001
C  -2.70  -4.61  5.27  -0.045
C  0.81  0.95  2.86  0.000
C  -0.58  -4.50  3.81  -0.054
C  5.97  0.75  2.89  0.000
C  -0.64  -1.92  -1.78  0.000
C  0.31  4.21  -6.44  0.012
C  0.29  -0.81  -3.93  0.000
C  3.41  7.22  -6.05  0.003
C  -6.99  2.05  2.71  0.006
C  7.06  -1.51  3.34  0.000
C  4.13  -1.78  0.46  0.000
C  1.75  4.59  -6.24  0.041
C  0.15  0.46  -4.79  0.000
C  3.10  6.40  -4.77  0.043
C  -7.83  0.73  2.35  0.045
C  -5.49  -1.32  3.72  0.037
C  3.50  6.18  -7.25  0.000
C  -1.43  -2.42  5.02  0.000
C  -0.77  -3.33  -2.60  0.000
C  -5.61  1.94  3.39  0.001
C  1.78  -1.04  -3.67  0.000
C  0.37  3.79  -0.75  0.000
C  -1.17  -4.21  2.44  -0.043
C  2.78  7.42  -3.78  0.006
C  1.23  2.61  -1.38  0.001
C  -0.18  -3.40  -3.95  0.000
C  -5.48  -0.52  2.43  0.050
C  0.72  -5.35  3.57  -0.012
C  5.81  -1.52  -1.32  0.000
C  -0.17  -2.01  -4.73  0.000
C  4.89  0.54  -0.27  0.000
C  -3.35  -5.37  6.48  -0.013
C  -0.20  -3.22  4.56  -0.002
C  2.55  3.27  -6.16  0.042
C  -8.53  0.36  3.60  0.038
C  -1.88  -1.99  -0.80  0.000
C  -0.39  0.40  2.03  0.000
C  4.39  5.59  -4.36  0.049
C  -3.86  -4.52  4.19  -0.049
C  3.50  -1.30  1.79  0.000
C  0.61  -2.04  -0.94  0.000
C  -4.78  0.87  2.65  0.003
C  4.61  -1.41  2.91  0.000
C  5.99  -0.77  2.49  0.000
B  0.66  2.09  0.78  0.000
H  -3.50  -1.18  1.67  0.000
H  -4.94  2.79  3.46  0.001
H  -2.10  -2.04  4.25  0.000
H  -1.80  -3.67  -2.65  0.000
H  -0.16  5.19  -6.37  0.000
H  0.48  -2.14  -5.59  0.000
H  5.11  6.31  -3.97  0.007
H  -0.84  0.76  -5.14  0.000
H  3.16  -0.27  1.82  0.000
H  -7.20  -1.47  0.45  0.014
H  4.80  -2.45  3.17  0.000
H  3.68  6.71  -8.18  0.000
H  0.48  -6.26  3.01  0.000
H  -4.09  -4.76  7.00  0.000
H  -5.84  1.65  4.42  0.000
H  3.43  -1.66  -0.37  0.000
H  2.66  2.75  -7.11  0.005
H  -3.89  0.83  3.28  -0.001
H  2.49  -0.55  -4.34  0.000
H  0.11  3.98  -7.49  0.000
H  -1.77  -4.97  1.94  -0.001
H  6.92  -2.58  3.26  0.000
H  2.47  4.61  -8.26  0.000
H  -9.68  0.33  1.22  0.000
H  -4.72  -2.41  1.40  0.000
H  -1.93  -3.44  2.58  -0.001
H  -9.27  1.09  3.92  0.004
H  0.71  0.34  -5.72  0.000
H  -6.17  -2.15  3.53  0.000
H  -4.71  -3.94  4.53  -0.004
H  -0.17  3.50  -5.77  0.000
H  0.28  -2.58  3.83  0.001
H  6.30  0.87  3.92  0.000
H  6.99  -1.34  4.41  0.000
H  2.41  6.96  -2.86  0.000
H  -6.05  -0.77  4.48  0.000
H  2.19  -2.03  -3.50  0.000
H  -1.19  -1.82  -5.05  0.000
H  2.14  2.55  -5.44  0.001
H  -4.58  -0.91  0.41  0.000
H  0.80  -1.04  -0.54  0.000
H  -9.22  2.06  1.63  0.001
H  4.13  -0.98  3.79  0.000
H  -1.00  -1.52  5.46  0.000
H  6.80  -1.11  -1.48  0.000
H  1.20  -5.63  4.50  0.000
H  1.46  5.93  -7.74  0.001
H  -3.61  -6.38  6.17  0.000
H  -0.26  -4.07  -1.98  0.000
H  -1.90  -1.07  -0.22  0.000
H  -4.36  1.25  1.72  0.000
H  -0.47  -3.88  1.66  -0.005
H  4.86  4.99  -5.14  0.001
H  4.19  4.91  -3.53  0.001
H  1.95  8.06  -4.07  0.000
H  4.43  5.61  -7.29  0.000
H  -1.99  -3.24  6.92  0.000
H  -8.63  1.13  0.22  0.000
H  1.48  -4.76  3.07  0.000
H  0.56  1.33  -4.28  0.000
H  -4.58  -1.60  4.24  0.004
H  -7.87  0.35  4.46  0.000
H  -3.61  -4.01  3.26  -0.001
H  5.63  1.32  -0.15  0.000
H  2.51  -1.70  1.99  0.000
H  8.05  -1.44  0.94  0.000
H  3.59  3.47  -5.93  0.000
H  2.61  7.92  -6.32  0.001
H  -2.62  -5.53  7.28  0.000
H  4.57  0.68  -1.30  0.000
H  1.91  4.20  -3.61  0.020
H  0.23  0.56  -1.96  0.000
H  4.04  0.85  0.34  0.000
H  6.64  1.29  2.23  0.000
H  4.40  7.66  -6.04  -0.001
H  -0.70  -4.14  -4.55  0.000
H  -4.21  -5.52  3.93  -0.001
H  -6.78  2.61  1.80  0.000
H  0.55  -2.87  -0.25  0.000
H  4.34  -2.84  0.61  0.000
H  -1.90  -2.83  -0.10  0.000
H  5.08  -1.46  -2.13  0.000
H  -1.11  -7.06  4.76  -0.012
H  -3.26  -2.67  5.88  0.001
H  2.08  -0.57  -2.74  0.000
H  0.83  -3.81  -4.00  0.000
H  3.68  7.95  -3.46  0.000
H  6.05  -2.56  -1.08  0.000
H  4.99  1.23  2.91  0.000
H  8.09  -1.23  3.09  0.000
H  -7.49  2.74  3.40  0.000
H  -2.85  -1.94  -1.30  0.000
H  0.52  -3.45  5.34  0.000
H  -8.93  -0.65  3.51  0.000
H  1.44  -2.36  -1.57  0.000

total charge	+3
spin multiplicity	2
Kohn-Sham gap (spin up / spin down)	2.750 / 2.594	eV
E_tot	-91760.0302	eV
highest occupied orbital energy (spin up / spin down)	-12.172 / -12.172	eV
F_max	4.15	eV/A